{"formula": "C2H3N3OS", "method": "the ωB97M-V functional and the def2-TZVPD basis", "lumo_energy_ha": 0.00432, "homo_energy_ev": -10.4, "smiles": "N#C/C(=N/O)NS", "species": ["C", "C", "H", "H", "H", "N", "N", "N", "O", "S"], "xyz": [[-0.143102, -0.632131, 0.107434], [1.219323, -1.205836, 0.312701], [1.728147, 1.607476, -0.260468], [-0.314968, 0.844992, 1.466943], [-2.261479, 0.134857, -0.036414], [-0.350738, 0.702243, 0.451803], [-1.116153, -1.383848, -0.209987], [2.297253, -1.606662, 0.501140], [-2.301665, -0.836993, -0.209868], [0.436985, 1.947143, -0.450788]], "atomic_forces_ev_per_a": [[1.6, -0.6, 0.4], [0.4, -0.4, -0.3], [0.0, 0.0, 0.1], [0.1, 0.1, -0.6], [0.5, -0.4, 0.0], [0.2, 1.2, 0.7], [1.3, -1.0, 0.1], [-1.9, 0.8, -0.3], [-1.9, 0.6, -0.4], [-0.2, -0.4, 0.1]], "lowdin_charge": [-0.45, -0.14, -0.15, 0.10, 0.11, -0.43, 0.04, 0.15, 0.00, 0.76]}

{"formula": "C2H3N3OS", "method": "the ωB97M-V functional and the def2-TZVPD basis", "lumo_energy_ha": 0.01618, "homo_energy_ev": -9.7, "smiles": "SCc1nnno1", "species": ["C", "C", "H", "H", "H", "N", "N", "N", "O", "S"], "xyz": [[-1.114033, -0.451295, -0.191945], [0.246295, 0.091877, 0.296713], [-0.310835, 0.504818, -2.317534], [-1.109536, -1.454732, 0.317672], [-2.167925, 0.142241, 0.271493], [0.676799, 1.294510, 0.388815], [1.941816, 1.189311, 0.986682], [2.134090, 0.030092, 1.320967], [0.949483, -0.715207, 0.855838], [-1.246154, -0.631615, -1.928702]], "atomic_forces_ev_per_a": [[-1.9, 1.1, 3.2], [-5.1, 3.3, -1.6], [-2.0, -2.2, 0.8], [-0.4, 0.8, -0.8], [3.6, -1.4, -1.1], [0.9, 2.7, -1.1], [-2.1, -0.3, -0.4], [0.3, -0.9, 0.1], [4.7, -5.2, 3.0], [2.0, 2.0, -2.1]], "lowdin_charge": [-0.57, -0.61, -0.01, 0.08, 0.16, 0.10, 0.02, 0.10, 0.07, 0.67]}

{"formula": "C2H3N3OS", "method": "the ωB97M-V functional and the def2-TZVPD basis", "lumo_energy_ha": 0.01272, "homo_energy_ev": -8.4, "species": ["C", "C", "N", "N", "N", "O", "S", "H", "H", "H"], "xyz": [[-0.122317, -1.561791, -0.741623], [-0.153656, 0.685376, 0.232800], [1.056542, 0.266807, 0.176868], [1.039705, -1.093568, -0.503772], [-0.747693, 1.704602, 0.924840], [2.154509, -1.565078, -0.738183], [-1.386000, -0.451380, -0.386430], [-0.174839, -2.392403, -1.283757], [-0.100095, 2.189559, 1.534502], [-1.566156, 2.217876, 0.784755]], "atomic_forces_ev_per_a": [[-1.0, 2.8, 1.2], [-2.4, -1.5, -0.3], [-0.4, -0.7, -0.5], [2.3, 2.8, 1.6], [3.6, 0.2, 1.4], [-0.1, -0.4, -0.1], [0.1, -0.1, -0.1], [-0.5, -3.3, -2.0], [-0.1, 0.1, -0.1], [-1.4, 0.1, -1.0]], "lowdin_charge": [-0.39, -0.67, 0.15, -0.35, 0.07, -0.04, 1.00, 0.06, 0.11, 0.08]}

{"formula": "C2H3N3OS", "method": "the ωB97M-V functional and the def2-TZVPD basis", "lumo_energy_ha": 0.01263, "homo_energy_ev": -8.3, "smiles": "Oc1nc(=S)[nH][nH]1", "species": ["C", "C", "H", "H", "H", "N", "N", "N", "O", "S"], "xyz": [[-0.787045, -0.445783, -0.050158], [1.324399, -0.255293, 0.040962], [-1.985956, -1.859039, 0.054079], [1.256363, 1.758291, -0.385582], [-1.196091, 1.517691, 0.423999], [0.287814, -1.174079, 0.013848], [0.777911, 1.011834, 0.111549], [-0.587837, 0.899343, -0.146087], [-2.032893, -0.895082, -0.027168], [2.943338, -0.557879, -0.035440]], "atomic_forces_ev_per_a": [[0.0, -0.5, 0.0], [0.7, -0.4, -0.1], [0.0, 0.0, 0.0], [-0.1, -0.3, 0.2], [0.6, -0.7, -0.6], [-0.5, 0.5, 0.0], [0.5, 0.6, -0.1], [-0.9, 0.5, 0.6], [0.2, 0.1, 0.0], [-0.4, 0.1, 0.0]], "lowdin_charge": [-0.47, -0.93, 0.14, 0.14, 0.18, 0.14, 0.00, 0.09, 0.14, 0.57]}

{"formula": "C2H3N3S", "method": "the ωB97M-V functional and the def2-TZVPD basis", "lumo_energy_ha": [-0.02011, -0.02018], "homo_energy_ev": [-7.7, -7.7], "species": ["C", "C", "N", "N", "N", "S", "H", "H", "H"], "xyz": [[-0.513319, -0.644305, -0.468046], [-1.282111, 0.623285, -0.676621], [-0.151895, 1.199165, 0.185143], [0.511773, 0.074200, 0.247139], [1.656255, -0.115242, 0.616385], [-2.223583, -0.608909, 0.309760], [-0.239603, -1.365300, -1.123585], [0.388728, 2.123100, 0.280269], [1.853757, -1.285998, 0.629555]], "atomic_forces_ev_per_a": [[-3.4, 0.8, 1.6], [0.4, 0.6, -1.7], [0.9, 2.4, 1.1], [-1.2, 0.3, 0.3], [2.7, -4.2, 0.7], [2.0, 0.1, 0.2], [0.8, -2.1, -1.8], [-1.4, -1.9, -0.1], [-0.8, 4.1, -0.3]], "lowdin_charge": [-0.52, -0.48, 0.01, -0.33, 0.15, 0.74, 0.07, 0.19, 0.18]}

{"formula": "C2H3N4", "method": "the ωB97M-V functional and the def2-TZVPD basis", "lumo_energy_ha": [-0.33544, -0.32553], "homo_energy_ev": [-16.4, -16.7], "total_charge": 1, "species": ["C", "C", "N", "N", "N", "N", "H", "H", "H"], "xyz": [[-0.653534, -2.112552, -0.233409], [-0.253168, 0.089825, 0.305653], [-0.819890, -0.712523, 1.162156], [-0.366962, -1.604138, -1.263189], [-0.065315, -0.253781, -1.081220], [0.241027, 1.273569, 0.654262], [0.796652, 0.198162, -1.517175], [0.008716, 1.543908, 1.610741], [1.112472, 1.577529, 0.362181]], "atomic_forces_ev_per_a": [[-0.8, 0.0, 2.6], [1.1, 0.2, -2.5], [0.1, -1.6, -1.7], [0.8, 1.3, -1.3], [0.7, 1.0, 1.5], [-2.4, -0.5, 2.3], [-1.5, -1.4, 0.1], [0.0, 0.3, -0.3], [2.0, 0.6, -0.9]], "lowdin_charge": [0.24, -0.49, 0.33, 0.07, 0.10, 0.26, 0.21, 0.16, 0.11]}

{"formula": "C2H3N4S", "method": "the ωB97M-V functional and the def2-TZVPD basis", "lumo_energy_ha": [0.06074, 0.05789], "homo_energy_ev": [-3.7, -3.7], "total_charge": -1, "species": ["C", "C", "N", "N", "N", "N", "S", "H", "H", "H"], "xyz": [[-1.161021, 1.525865, 0.265625], [-0.283241, -0.292298, -0.034191], [-1.451098, 0.244091, 0.364285], [0.063953, 1.739968, -0.072559], [0.620873, 0.628367, -0.299239], [0.053690, -1.637087, -0.533093], [3.284363, -0.322367, 0.387842], [-1.900373, 2.235330, 0.522638], [1.098912, -1.671841, -0.514895], [-0.326057, -2.450026, -0.086414]], "atomic_forces_ev_per_a": [[-0.9, 0.2, 0.9], [-0.3, -2.9, -0.8], [-0.2, -3.1, -0.6], [0.7, 5.7, -0.1], [2.6, -3.0, -0.3], [0.8, 1.6, 0.5], [-0.9, 0.4, -0.3], [-0.3, 1.0, 0.1], [-1.3, -0.1, 0.0], [-0.3, 0.1, 0.6]], "lowdin_charge": [-0.37, -0.53, 0.05, -0.08, -0.09, 0.05, -0.10, 0.06, -0.02, 0.03]}

{"formula": "C2H3N5O", "method": "the ωB97M-V functional and the def2-TZVPD basis", "lumo_energy_ha": -0.01729, "homo_energy_ev": -9.3, "smiles": "[H]/N=c1/[nH]nnn1C=O", "species": ["C", "C", "H", "H", "H", "N", "N", "N", "N", "N", "O"], "xyz": [[0.070064, 0.806722, -0.036220], [-1.318969, -1.094911, -0.072618], [-1.633225, 1.355031, -0.528761], [2.266022, 1.667607, 0.607999], [-1.515845, -2.272284, -0.276618], [-0.717551, 1.825597, -0.262317], [1.539495, 0.846483, 0.156176], [1.975641, -0.589123, 0.019699], [0.947142, -1.258351, -0.224510], [-0.066987, -0.535242, 0.106399], [-2.170963, -0.130846, 0.285285]], "atomic_forces_ev_per_a": [[2.4, 5.5, 0.8], [-4.5, 4.4, 3.3], [1.2, 1.3, 0.9], [-3.1, -3.5, -1.9], [0.6, 3.0, 0.3], [1.3, -3.3, -0.4], [1.2, -0.3, 1.0], [0.3, 2.9, -0.9], [4.5, -1.0, 1.4], [-5.3, -2.0, -2.2], [1.6, -7.0, -2.3]], "lowdin_charge": [-0.42, -0.08, 0.05, 0.23, 0.19, 0.13, 0.05, 0.04, 0.00, -0.12, -0.08]}

{"formula": "C2H3N5O", "method": "the ωB97M-V functional and the def2-TZVPD basis", "lumo_energy_ha": -0.03980, "homo_energy_ev": -9.8, "smiles": "[H]/N=c1\\nn/c(=N\\[H])o[nH]1", "species": ["C", "C", "H", "H", "H", "N", "N", "N", "N", "N", "O"], "xyz": [[-1.279039, 0.033202, -0.026868], [1.389545, -0.051939, -0.158771], [-2.505097, -1.247329, 0.649595], [3.349823, -0.741768, 0.360880], [-1.071803, 2.089677, 0.089211], [-2.450011, -0.124712, 0.385677], [-0.598894, -1.244854, -0.566832], [0.588764, -1.250926, -0.360425], [2.562767, -0.033150, 0.353222], [-0.708753, 1.318645, -0.464205], [0.722693, 1.253158, -0.261482]], "atomic_forces_ev_per_a": [[-0.4, 0.8, -3.1], [0.4, 1.2, 2.9], [-0.3, 3.4, -1.4], [-2.4, 0.6, -0.2], [0.4, -0.1, 0.3], [0.3, -2.9, 2.2], [-1.5, 2.4, 2.2], [3.4, -0.6, -1.8], [-1.0, 0.3, -1.8], [-0.4, -3.6, 0.4], [1.5, -1.5, 0.2]], "lowdin_charge": [-0.43, -0.37, 0.14, 0.10, 0.13, 0.12, 0.10, 0.05, 0.16, 0.07, -0.07]}

{"formula": "C2H3N5S", "method": "the ωB97M-V functional and the def2-TZVPD basis", "lumo_energy_ha": 0.01330, "homo_energy_ev": -8.7, "smiles": "[H]/N=C/n1nn[nH]c1=S", "species": ["C", "C", "H", "H", "H", "N", "N", "N", "N", "N", "S"], "xyz": [[1.118744, -1.031467, 0.004766], [-0.331863, 1.064485, 0.006135], [2.997360, -1.185628, 0.027805], [0.866782, -2.108893, -0.010427], [-2.299528, 1.850966, -0.010706], [2.245056, -0.483304, -0.009326], [-0.083227, -0.294553, -0.008776], [-1.246865, -1.011749, 0.006565], [-2.207799, -0.212167, -0.005447], [-1.694011, 1.031714, -0.000250], [0.635356, 2.380593, -0.000339]], "atomic_forces_ev_per_a": [[-0.2, -0.6, -0.2], [0.0, -0.2, -0.2], [-0.5, 0.3, -0.1], [0.2, 0.5, 0.1], [0.3, -0.5, 0.0], [0.3, -0.3, 0.2], [0.2, 0.1, 0.2], [0.0, -0.3, -0.2], [0.1, 0.1, 0.1], [-0.7, 0.8, 0.0], [0.0, 0.0, 0.0]], "lowdin_charge": [-0.24, -0.86, 0.07, 0.13, 0.16, 0.12, -0.08, 0.04, 0.03, 0.02, 0.61]}

{"formula": "C2H3NO", "method": "the ωB97M-V functional and the def2-TZVPD basis", "lumo_energy_ha": 0.04058, "homo_energy_ev": -9.3, "smiles": "c1co[nH]1", "species": ["C", "C", "N", "O", "H", "H", "H"], "xyz": [[0.722356, 0.215294, -0.281503], [0.053374, -0.978299, -0.135533], [-0.652910, 0.899629, -0.126561], [-1.268924, -0.405275, 0.008599], [1.621957, 0.867983, -0.447034], [0.210443, -1.948590, 0.122956], [-0.686296, 1.349258, 0.859074]], "atomic_forces_ev_per_a": [[-3.2, 0.6, 0.7], [-0.8, 4.9, -0.2], [1.7, 0.7, 0.8], [2.6, -0.8, 0.3], [-0.9, -1.6, 0.2], [0.5, -2.7, 0.0], [0.0, -1.1, -1.9]], "lowdin_charge": [-0.04, -0.09, -0.05, -0.13, 0.11, 0.06, 0.14]}

{"formula": "C2H3NO", "method": "the ωB97M-V functional and the def2-TZVPD basis", "lumo_energy_ha": 0.02700, "homo_energy_ev": -11.5, "smiles": "N#CCO", "species": ["O", "C", "C", "N", "H", "H", "H"], "xyz": [[0.767931, 1.050608, 0.322316], [-0.417078, 0.325416, 0.098905], [-0.043207, -0.965359, -0.510672], [0.493033, -1.946166, -0.808030], [1.453000, 0.404431, 0.541119], [-1.069578, 0.936107, -0.531509], [-0.961425, 0.102072, 1.027279]], "atomic_forces_ev_per_a": [[0.2, 0.0, 0.2], [-0.2, -0.1, 0.0], [0.5, -0.8, -0.1], [-0.7, 0.8, 0.1], [0.0, 0.3, 0.1], [0.1, -0.3, 0.0], [0.1, 0.1, -0.1]], "lowdin_charge": [-0.05, -0.25, -0.19, 0.15, 0.09, 0.12, 0.12]}

no.,DFT total energy (eV)
1,-19472.59693
2,-19471.79957
3,-19472.34434
4,-19475.08653
5,-17421.04056
6,-8068.45115
7,-18916.22602
8,-11615.35634
9,-11614.81425
10,-20406.62281
11,-5655.81540
12,-5659.22292